[1]
23
Properties=species:S:1:pos:R:3:nbo_charge:R:1 method="wB97M-V/def2-TZVPD" orbital_gap_ev=9.76 smiles="C=CC[C@@H](C)NCC" e_lumo_ev=1.0 homo_ev=-8.72
C -0.2431 -0.0103 3.0540 -0.41
C -1.2825 -0.0342 2.1915 -0.18
C -1.1167 0.5984 0.7550 -0.46
C -0.5924 -0.4439 -0.2655 -0.04
C -1.6274 -1.6305 -0.6477 -0.63
N -0.0133 -0.0342 -1.5642 -0.65
C 1.5931 -0.1878 -1.5234 -0.21
C 2.2896 1.2264 -1.3581 -0.63
H 0.7816 0.4321 2.9191 0.19
H -0.2009 -0.0009 4.0961 0.20
H -2.3243 -0.1980 2.5446 0.21
H -0.4408 1.4972 0.6531 0.22
H -2.1022 0.8154 0.3471 0.21
H 0.1232 -0.9995 0.3999 0.18
H -2.5743 -1.2173 -0.9658 0.19
H -1.1039 -1.9569 -1.7429 0.23
H -1.8873 -2.3660 0.0443 0.20
H -0.2492 0.9742 -1.8065 0.36
H 1.7718 -0.7239 -2.4388 0.20
H 1.8649 -0.7812 -0.6417 0.19
H 1.6975 2.0051 -0.9260 0.21
H 3.1020 1.2541 -0.7645 0.21
H 2.5347 1.7820 -2.3597 0.20

***

[2]
53
Properties=species:S:1:pos:R:3:nbo_charge:R:1 method="wB97M-V/def2-TZVPD" orbital_gap_ev="8.79 / 10.05" e_lumo_ev="0.6 / 0.6" s_squared=0.75 homo_ev="-8.16 / -9.43" multiplicity=2
C 2.0974 3.6472 2.5173 -0.61
C 1.5842 3.2356 1.1208 -0.22
C 2.5896 2.3507 0.4080 -0.61
C 0.1185 2.7432 1.1379 -0.42
C -0.1823 1.2791 1.4844 0.09
Cl -1.9538 1.2753 1.9759 -0.10
C -0.0912 0.3964 0.2283 -0.46
C 0.2080 -1.1101 0.4597 0.10
C 1.6741 -1.4427 0.0885 -0.63
C -0.6919 -1.9055 -0.4930 -0.60
N -0.1128 -1.5296 1.8376 0.01
O -1.3448 -1.8230 2.0448 -0.37
C 0.5794 -0.7841 2.9184 0.10
C 2.0287 -1.2869 3.0948 -0.61
C -0.1572 -1.0756 4.2317 -0.60
C 0.5749 0.7560 2.6994 -0.47
H 2.5605 4.6255 2.4781 0.22
H 1.2572 3.7279 3.1987 0.21
H 2.7841 2.9106 2.9197 0.20
H 1.5562 4.1555 0.5429 0.21
H 2.6520 1.3458 0.8089 0.19
H 2.3918 2.2686 -0.6574 0.21
H 3.5775 2.7921 0.5041 0.22
H -0.2983 2.9114 0.1476 0.21
H -0.4235 3.3836 1.8224 0.22
H -1.0525 0.4659 -0.2604 0.23
H 0.6283 0.7895 -0.4776 0.22
H 1.6893 -1.9794 -0.8510 0.22
H 2.2840 -0.5618 -0.0559 0.21
H 2.1477 -2.0980 0.8059 0.22
H -1.7166 -1.5660 -0.4449 0.22
H -0.3497 -1.7251 -1.5084 0.21
H -0.6011 -2.9711 -0.3086 0.22
H 2.7144 -0.7089 2.4818 0.20
H 2.1212 -2.3192 2.7787 0.22
H 2.3179 -1.1532 4.1271 0.22
H -1.1091 -0.5639 4.2773 0.23
H 0.4430 -0.7088 5.0578 0.20
H -0.2992 -2.1395 4.3774 0.22
H 1.5975 1.0992 2.6978 0.22
H 0.1210 1.2127 3.5692 0.24
C -1.8650 -0.7680 -7.3021 -0.26
O -1.7171 -1.4607 -6.0608 -0.49
C -2.8250 -1.4945 -5.3163 0.98
O -3.8850 -1.0034 -5.6067 -0.64
O -2.5520 -2.1654 -4.1963 -0.49
C -3.6551 -2.2798 -3.2938 -0.26
H -0.8998 -0.8184 -7.7975 0.19
H -2.6179 -1.2490 -7.9233 0.19
H -2.1326 0.2731 -7.1319 0.19
H -4.4804 -2.8172 -3.7565 0.19
H -3.9872 -1.2965 -2.9661 0.19
H -3.2975 -2.8396 -2.4343 0.20

***

[3]
13
Properties=species:S:1:pos:R:3:nbo_charge:R:1 method="wB97M-V/def2-TZVPD" orbital_gap_ev=9.53 e_lumo_ev=1.0 homo_ev=-8.56
C -1.1170 1.0811 0.1076 -0.43
C 0.0797 -1.5653 0.1531 -0.45
N 0.1152 0.7673 -0.5732 -0.43
N 0.7881 -0.4678 -0.4577 -0.21
N 1.6321 0.3375 0.5002 0.23
O 2.6730 0.7102 0.0024 -0.35
H 0.3665 1.2122 -1.4710 0.40
H -1.9522 0.4569 -0.2311 0.18
H -1.3506 2.1267 -0.0791 0.22
H -0.9809 0.9382 1.1791 0.21
H 0.8011 -2.3716 0.2706 0.22
H -0.3530 -1.3301 1.1300 0.18
H -0.7020 -1.8953 -0.5309 0.21

***

[4]
41
Properties=species:S:1:pos:R:3:nbo_charge:R:1 method="wB97M-V/def2-TZVPD" orbital_gap_ev="5.92 / 2.72" e_lumo_ev="-1.4 / -4.6" s_squared=0.77 homo_ev="-7.31 / -7.31" multiplicity=2
Ir 0.2293 -0.0107 -0.1294 1.06
C -0.4077 0.5235 4.1235 -0.70
C -0.2704 0.9427 2.6849 0.59
O -0.2567 0.0005 1.8652 -0.60
C -0.1757 2.3311 2.3360 -0.28
C -0.2053 3.3027 3.3683 -0.14
C -0.1386 4.6394 3.1036 -0.28
C -0.0332 5.0648 1.7662 -0.14
C 0.0050 4.1585 0.7465 -0.29
C -0.0668 2.7605 0.9872 0.42
O -0.0448 1.9908 -0.0523 -0.69
H -0.4575 -0.5608 4.1631 0.24
H -1.3086 0.9467 4.5685 0.24
H 0.4428 0.8705 4.7097 0.24
H -0.2889 2.9727 4.3937 0.21
H -0.1671 5.3628 3.9062 0.22
H 0.0199 6.1234 1.5456 0.22
H 0.0923 4.4648 -0.2876 0.23
O 1.4093 -0.9245 -0.9591 -0.70
O -7.8186 3.7447 -1.3081 -0.70
S -8.8662 2.8521 -0.8472 2.30
O -9.5311 3.3798 0.3290 -0.72
O -9.7982 2.5321 -1.9100 -0.71
C -8.0853 1.3093 -0.3411 0.13
N -8.9223 0.3659 0.0432 -0.41
C -8.3392 -0.7637 0.4309 0.09
C -6.9654 -0.9308 0.4347 -0.26
C -6.1914 0.1394 0.0047 0.20
N -6.7749 1.2756 -0.3924 -0.42
C -4.7074 0.1164 -0.0417 0.04
C -4.0125 1.2236 -0.5155 -0.23
C -2.6328 1.2005 -0.5413 0.06
N -1.9260 0.1510 -0.1116 -0.43
C -2.5870 -0.9234 0.3311 0.06
C -3.9642 -0.9817 0.3791 -0.24
H -8.9963 -1.5643 0.7496 0.21
H -6.5350 -1.8652 0.7602 0.23
H -4.5601 2.0890 -0.8583 0.26
H -2.0551 2.0358 -0.9107 0.24
H -1.9730 -1.7516 0.6559 0.23
H -4.4319 -1.8829 0.7471 0.22

***

[5]
19
Properties=species:S:1:pos:R:3:nbo_charge:R:1 method="wB97M-V/def2-TZVPD" orbital_gap_ev=9.20 smiles="C=CC=C.O.O.O" e_lumo_ev=0.5 homo_ev=-8.71
C -0.3411 -2.6189 0.3288 -0.34
C -0.4605 -1.3314 0.6563 -0.25
C -0.9637 -1.0129 1.9864 -0.21
C -1.2134 0.1639 2.5965 -0.39
H -0.5145 -3.4294 1.0326 0.19
H 0.0459 -2.8954 -0.6434 0.20
H -0.7102 -0.5589 -0.0739 0.21
H -1.0022 -1.8544 2.6835 0.19
H -1.8568 0.1253 3.4710 0.20
H -1.0102 1.1480 2.1865 0.19
O 4.2414 0.4105 -0.2994 -0.93
H 4.6091 0.8156 -1.0727 0.46
H 4.3881 1.1267 0.3463 0.46
O 0.4443 1.2584 -2.0617 -0.96
H 0.9191 1.1389 -1.2307 0.49
H 0.2099 2.1630 -2.2024 0.47
O -2.5799 1.8037 -1.8274 -0.95
H -2.3797 2.3888 -2.5390 0.47
H -2.0359 1.0074 -1.8803 0.49

***

no.,largest force on an atom (eV Å⁻¹),total energy (eV)
1,5.23,-8988.6975
2,1.04,-39295.5638
3,2.59,-8700.5926
4,0.87,-48264.3203
5,2.02,-10482.9975